Entry 1:
Density functional theory data (ωB97M-V/def2-TZVPD) for C2H2O3S as an isolated structure.

```
8
Properties=species:S:1:pos:R:3:forces:R:3
C 1.340090 -1.674340 -0.082446 1.7 -0.7 1.7
C -0.264887 1.429503 0.241990 0.4 3.1 -1.6
O -0.468584 0.204841 0.619230 -0.4 -2.9 1.9
O -1.015649 -0.709457 -1.682420 0.0 0.2 -0.5
O 1.608872 -1.992090 0.989933 -0.3 0.4 -1.6
S -0.853966 -1.084471 -0.296268 -1.4 0.0 -0.1
H -0.031383 2.136987 1.013359 0.0 0.0 0.2
H -0.314493 1.689027 -0.803378 0.0 0.0 0.0
```
Positions in Å, forces in eV/Å.

2S+1: 3
lowest unoccupied orbital energy (alpha / beta): 0.5 / -1.7 eV

---

Entry 2:
Density functional theory data (ωB97M-V/def2-TZVPD) for an isolated molecule of C3H5FN2S.

```
12
Properties=species:S:1:pos:R:3:forces:R:3
H -1.215629 2.063058 -0.440086 3.3 -0.7 1.4
N -0.114805 1.885543 -0.181817 -4.1 -0.3 -1.1
C 0.173561 0.619814 -0.234207 -1.3 4.1 -1.6
N 1.495151 0.452532 -0.475574 0.1 4.5 -3.3
S 2.250396 -0.641953 0.293454 3.7 -6.4 2.0
C -0.759417 -0.504159 -0.249757 -2.6 3.9 8.9
C -1.546687 -0.637608 0.921952 0.8 1.5 -1.5
F -0.677848 -1.371698 -1.111056 0.6 -4.3 -4.2
H 1.970759 1.424930 -0.758908 -1.3 -3.0 0.8
H 2.267484 -1.925744 -0.550358 -0.1 2.5 1.0
H -2.068928 -1.581455 1.058466 -0.2 0.2 -0.1
H -1.774035 0.216745 1.727891 1.1 -2.1 -2.2
```
Positions in Å, forces in eV/Å.

lowest unoccupied orbital energy: 0.4 eV
structure (SMILES): [H]/N=C(/NS)C(=C)F

---

Entry 3:
Density functional theory data (ωB97M-V/def2-TZVPD) for C20H24B2Ba2Br12O16 as an isolated structure.

```
76
Properties=species:S:1:pos:R:3:forces:R:3
Ba -2.671835 1.904988 -6.102241 1.1 -0.5 0.4
Ba -4.773603 2.119520 3.880915 1.4 -0.9 -0.1
O 2.612697 -2.080523 6.007832 0.1 0.6 0.0
C 1.486447 -1.794415 6.239899 -0.6 -1.2 -0.2
O 0.700008 -0.944729 5.532270 -0.2 0.5 0.3
B -0.666828 -1.045349 6.027721 1.2 -1.4 1.1
O -0.665334 -2.043282 7.104166 -1.1 1.1 -0.6
C 0.538887 -2.537888 7.240009 1.6 -0.4 0.9
O 0.872895 -3.389767 8.007326 -0.1 0.3 -0.5
O -1.558889 -1.493277 4.959997 -0.9 0.0 -0.6
C -2.500742 -0.634928 4.780959 0.2 0.2 -1.0
O -3.364884 -0.690886 3.928240 -0.6 1.0 0.3
C -2.246057 0.588954 5.697802 0.7 -0.9 0.5
O -1.274086 0.240255 6.472938 -0.6 1.5 -0.2
O -2.861073 1.654714 5.640881 -0.2 -0.5 -0.2
O -4.356008 0.687523 1.564521 -0.1 0.0 -0.7
C -3.351910 0.798686 0.891988 0.0 -0.3 1.2
O -2.953683 0.147056 -0.159845 -0.7 0.2 -0.4
B -1.725534 0.785730 -0.678349 1.0 -0.7 0.1
O -1.394608 1.828887 0.311980 0.7 -0.6 -0.6
C -2.256526 1.776970 1.280188 -0.2 1.6 0.8
O -2.274823 2.484995 2.270750 -0.5 -0.8 -0.4
O -0.682415 -0.255832 -0.919505 -0.9 0.9 0.7
C -0.437227 -0.366096 -2.193683 0.6 -0.4 -1.0
O 0.330601 -1.096555 -2.738335 -0.1 0.0 -0.1
C -1.310379 0.682517 -2.944334 0.1 0.2 0.7
O -1.924285 1.375004 -2.041872 -0.6 0.3 -0.3
O -1.410475 0.878149 -4.155524 -0.5 0.0 0.1
Br -2.325264 -4.820819 -0.613321 0.1 1.1 0.0
C -1.898221 -3.107702 0.317631 0.2 -0.5 0.6
C -1.839442 -3.440301 1.816717 -0.5 0.4 -0.9
Br -3.719431 -3.570202 2.395725 0.6 -0.4 0.1
H -2.642603 -2.331633 0.163130 -0.3 -0.4 -0.4
H -0.948520 -2.745021 -0.072726 0.1 -0.3 0.0
H -1.427505 -2.639424 2.427015 0.1 0.0 -0.1
H -1.273167 -4.361572 1.917299 -0.3 -0.1 0.6
Br 0.620253 -3.870010 -5.453640 -0.1 0.0 -0.1
C 1.470824 -4.389232 -3.810025 0.3 -0.5 1.3
C 1.291136 -5.845988 -3.437123 -0.7 -0.7 -0.1
Br 1.806167 -7.109251 -4.852794 -0.2 0.4 0.5
H 0.953152 -3.860368 -3.011127 0.1 0.4 -0.1
H 2.521117 -4.108155 -3.801047 -0.1 0.1 -0.4
H 0.257623 -6.008340 -3.125249 -0.2 -0.2 -0.8
H 1.794541 -6.185860 -2.532466 0.7 0.6 -0.2
Br 2.197552 1.804556 -0.351523 0.0 -0.3 -1.1
C 2.804032 1.385501 -2.202414 0.3 0.3 -0.8
C 4.308391 1.201957 -2.145685 0.2 0.3 1.1
Br 5.199430 0.517649 -3.767800 -0.8 0.2 0.9
H 2.496858 2.216732 -2.835141 0.0 0.1 0.2
H 2.364809 0.478484 -2.616639 -0.3 -0.1 0.6
H 4.424766 0.576175 -1.259606 0.7 -0.7 -0.6
H 4.830638 2.111372 -1.855707 -0.1 0.2 -0.4
Br 0.786416 2.879614 5.842231 0.0 0.0 -0.7
C 1.027094 1.899253 4.124975 -0.2 0.7 1.0
C 1.931890 2.611853 3.148610 -0.2 -0.3 0.4
Br 1.303471 4.378100 2.524055 0.2 -0.7 0.3
H 0.027951 1.716752 3.739679 0.0 0.0 0.0
H 1.481393 0.996819 4.528056 0.0 -0.2 -0.6
H 2.006689 1.973927 2.271915 0.1 0.1 -0.1
H 2.905340 2.695469 3.625324 0.1 0.5 -0.3
Br -0.168011 5.093412 -2.244809 -0.4 -0.4 -0.1
C -1.511679 4.698012 -0.876379 -0.5 0.5 0.4
C -2.380802 5.946094 -0.653514 0.7 -0.2 0.2
Br -2.999887 6.000658 1.208672 -0.1 -0.1 -0.3
H -0.944657 4.402050 0.002257 0.1 0.2 0.0
H -2.158351 3.865217 -1.139053 0.3 -0.1 -0.4
H -3.252726 5.978460 -1.299845 0.0 0.0 0.1
H -1.782536 6.840898 -0.798313 -0.1 0.1 0.2
Br 0.899962 1.239027 -6.594257 0.0 -0.2 0.2
C 1.892143 -0.381076 -5.970736 1.4 -1.2 -0.5
C 3.207671 -0.474085 -6.753149 0.0 0.1 -0.6
Br 4.328215 -2.042553 -6.222387 -0.9 1.0 -0.1
H 1.323796 -1.263830 -6.246221 -0.5 0.3 0.4
H 2.145508 -0.340038 -4.915235 -0.7 0.4 0.1
H 3.773486 0.453058 -6.693017 0.3 -0.3 0.4
H 3.010188 -0.646098 -7.809056 0.0 -0.1 0.0
```
Positions in Å, forces in eV/Å.

lowest unoccupied orbital energy: -7.7 eV
total charge: +2

---

Entry 4:
Density functional theory data (ωB97M-V/def2-TZVPD) for C23H23CuN9S3 as an isolated structure.

```
59
Properties=species:S:1:pos:R:3:forces:R:3
Cu 1.444423 -0.268434 -1.150717 0.0 -0.2 0.2
C -0.512900 1.200253 -2.983426 0.0 0.1 -0.1
C -0.767688 -0.272124 -3.264321 0.1 -0.1 -0.1
N -0.501800 -1.090966 -2.080128 -0.1 0.0 -0.1
C -1.529715 -1.009036 -1.050638 0.0 0.1 -0.1
C -1.218922 0.041078 -0.004506 0.0 0.1 0.0
C -2.201013 0.538215 0.836362 0.0 -0.1 0.0
C -1.847284 1.479142 1.786063 0.0 0.0 0.0
C -0.530802 1.905100 1.867532 0.0 0.0 0.0
C 0.401671 1.366879 0.998621 0.0 -0.1 0.0
C 1.867013 1.746275 1.049144 -0.1 0.1 -0.1
N 2.535568 1.552775 -0.230562 0.1 0.1 0.0
C 2.455498 2.668532 -1.173834 0.1 0.0 0.0
C 1.117211 2.690070 -1.896812 -0.1 0.1 -0.1
N 0.869466 1.409823 -2.561688 0.0 -0.1 0.1
N 0.044706 0.459151 0.087127 -0.2 0.0 0.1
H -1.159316 1.542384 -2.171517 0.0 0.0 0.0
H -0.776500 1.793721 -3.865853 0.0 0.0 0.0
H -0.097556 -0.613557 -4.056736 0.0 0.0 0.0
H -1.795771 -0.399347 -3.623854 0.0 0.0 0.0
H -0.318205 -2.048410 -2.348407 -0.1 0.0 0.1
H -1.607906 -1.974250 -0.554520 0.0 -0.1 0.1
H -2.515982 -0.795358 -1.481291 0.0 0.0 0.0
H -3.219052 0.181631 0.750091 0.0 0.0 0.0
H -2.594476 1.879772 2.458038 0.0 0.0 0.0
H -0.225885 2.649769 2.590596 0.0 0.0 0.0
H 2.340820 1.092598 1.784144 0.0 0.0 0.0
H 1.952092 2.780914 1.403466 0.0 0.0 0.0
H 3.499085 1.280867 -0.092830 0.0 0.0 0.1
H 3.261891 2.546542 -1.899714 0.0 0.0 0.0
H 2.612287 3.635186 -0.679712 0.0 0.0 0.0
H 1.100951 3.531707 -2.597972 0.0 0.0 0.0
H 0.300111 2.852703 -1.189933 0.0 0.0 0.0
H 1.495986 1.305609 -3.355001 0.0 0.0 0.0
N 2.835721 -0.822782 -2.417316 0.1 0.3 -0.2
C 3.522453 -0.414133 -3.260982 0.2 -0.3 0.0
C 4.375883 0.121691 -4.207655 -0.1 0.1 0.1
C 4.652604 -0.560852 -5.414373 0.0 0.0 -0.1
N 4.860187 -1.123322 -6.398668 0.0 0.0 0.0
C 4.860524 1.415565 -3.905275 0.0 0.0 -0.1
N 5.173989 2.482117 -3.591320 0.0 0.0 0.0
S -2.660131 -4.672055 1.165022 0.0 0.0 0.1
C -1.367646 -3.662802 1.409463 0.0 -0.1 -0.1
S 0.069581 -3.847979 0.442182 -0.1 -0.2 -0.1
C 0.744242 -2.405594 1.122413 0.4 0.2 0.2
N 0.019953 -1.888611 2.053012 -0.1 0.0 -0.1
N -1.160645 -2.596300 2.230813 0.0 0.1 0.1
C -2.006347 -2.073904 3.263513 0.0 -0.1 0.0
C -1.533903 -1.000709 4.021283 0.0 0.0 0.1
C -2.321062 -0.464889 5.024807 0.0 0.0 0.0
C -3.581389 -0.981129 5.294555 0.0 0.0 0.0
C -4.035861 -2.054003 4.548395 0.0 0.0 0.0
C -3.260817 -2.608535 3.538143 0.0 0.1 0.0
S 2.252042 -1.776595 0.545602 -0.1 0.0 -0.1
H -0.550900 -0.601166 3.830639 0.0 0.0 0.0
H -1.933898 0.361995 5.606541 0.0 0.0 0.0
H -4.190664 -0.558669 6.081960 0.0 0.0 0.0
H -5.009497 -2.482196 4.747967 0.0 0.0 0.0
H -3.632432 -3.444328 2.972074 0.0 0.0 0.0
```
Positions in Å, forces in eV/Å.

2S+1: 2
lowest unoccupied orbital energy (alpha / beta): -0.3 / -1.2 eV

---

no.,largest force on an atom (hartree/bohr),E (Eh)
1,0.0691,-701.1582
2,0.1949,-724.7370
3,0.0403,-32969.2132
4,0.0085,-4218.1077